Entry 1:
Density functional theory data (ωB97M-V with the def2-TZVPD basis set) for C26H37EuFN2O6P2 as an isolated structure.

```
75
Properties=species:S:1:pos:R:3:mulliken_spin:R:1
Eu 0.54 1.08 0.00 6.06
C 4.48 1.38 1.44 0.00
P 3.53 1.12 -0.08 0.00
C 4.29 -0.36 -0.81 0.00
C 4.15 2.48 -1.15 0.00
C 3.61 3.84 -0.68 0.00
P 1.78 3.88 -0.74 0.00
C 1.50 4.50 -2.43 0.00
C 1.33 5.32 0.27 0.00
H 5.55 1.42 1.23 0.00
H 4.30 0.56 2.15 0.00
H 4.18 2.29 1.95 0.00
H 5.37 -0.24 -0.93 0.00
H 3.83 -0.57 -1.78 0.00
H 4.09 -1.22 -0.17 0.00
H 3.83 2.28 -2.17 0.00
H 5.24 2.47 -1.16 0.00
H 4.02 4.66 -1.28 0.00
H 3.93 4.04 0.35 0.00
H 1.97 5.48 -2.55 0.00
H 0.44 4.59 -2.66 0.00
H 1.94 3.82 -3.15 0.00
H 1.81 6.23 -0.11 0.00
H 1.64 5.17 1.31 0.00
H 0.25 5.46 0.27 0.00
C -0.03 1.38 4.65 0.00
C 0.56 1.95 3.38 0.00
C 1.17 3.31 3.58 0.00
O 1.62 1.10 2.84 0.00
C -0.40 1.86 2.20 0.00
O -0.83 0.71 1.93 -0.01
O -0.39 2.76 1.29 -0.01
H 0.76 1.23 5.39 0.00
H -0.52 0.42 4.46 0.00
H -0.77 2.06 5.07 0.00
H 1.81 3.30 4.47 0.00
H 0.40 4.07 3.72 0.00
H 1.78 3.60 2.73 0.00
H 1.31 0.18 2.89 0.00
C -1.40 -6.12 -0.75 0.00
C -2.45 -5.32 0.00 0.00
C -3.85 -5.70 -0.47 0.00
C -4.91 -4.88 0.22 0.00
C -4.66 -3.42 -0.02 0.00
C -5.69 -2.51 -0.05 0.00
C -5.43 -1.15 -0.25 0.00
F -6.48 -0.32 -0.27 0.00
C -4.18 -0.67 -0.43 0.00
C -3.10 -1.58 -0.41 0.00
C -1.76 -1.08 -0.59 -0.01
O -1.50 0.14 -0.80 -0.01
C -0.72 -2.03 -0.44 0.00
C -1.01 -3.35 -0.24 0.00
N -2.26 -3.84 -0.19 0.00
C -3.34 -2.95 -0.22 0.00
C 0.65 -1.44 -0.38 -0.01
O 1.12 -0.92 -1.42 0.00
O 1.08 -1.11 0.77 -0.01
H -1.70 -7.17 -0.75 0.00
H -0.41 -6.08 -0.30 0.00
H -1.33 -5.79 -1.79 0.00
H -2.38 -5.50 1.07 0.00
H -3.98 -6.77 -0.27 0.00
H -3.91 -5.57 -1.55 0.00
H -4.88 -5.07 1.30 0.00
H -5.90 -5.15 -0.12 0.00
H -6.71 -2.83 0.09 0.00
H -3.98 0.38 -0.58 0.00
H -0.22 -4.08 -0.13 0.00
C 0.17 0.50 -4.92 0.00
C 0.26 1.10 -3.59 0.00
N 0.33 1.57 -2.55 0.00
H 0.94 0.92 -5.57 0.00
H -0.82 0.71 -5.33 0.00
H 0.32 -0.58 -4.83 0.00
```

Properties
Energy relative to the best compared isomer or geometry (same formula, charge and spin) (kcal per mole): 0.0
2S+1: 7
HOMO-LUMO gap (alpha / beta) (eV): 7.7874 / 8.4434
LUMO (alpha / beta) (eV): -3.0 / -2.4
Charge: +1

---

Entry 2:
Density functional theory data (ωB97M-V with the def2-TZVPD basis set) for C46H58Ge2N4O5S3V as an isolated structure at a distorted geometry.

```
119
Properties=species:S:1:pos:R:3:mulliken_spin:R:1
V 0.69 0.27 -0.03 1.10
C -3.60 3.38 0.11 0.00
C -2.81 2.08 0.08 -0.02
Ge -0.88 2.25 -0.53 0.13
C -0.86 2.89 -2.45 -0.02
C -1.73 4.12 -2.76 -0.01
C -0.45 3.86 0.52 0.00
C 0.11 3.72 1.72 0.03
Ge 1.09 1.96 1.90 0.00
C 3.08 2.34 1.81 0.00
C 3.68 3.42 2.71 0.00
C 0.76 0.91 3.62 -0.02
C 0.80 1.60 4.98 0.00
C 0.08 4.76 2.77 0.01
C -0.84 5.81 2.72 0.00
C -0.91 6.75 3.73 0.00
C -0.09 6.65 4.84 0.00
C 0.82 5.61 4.92 0.00
C 0.90 4.68 3.90 0.00
H -4.61 3.21 0.50 0.00
H -3.69 3.82 -0.88 0.00
H -3.11 4.11 0.76 0.00
H -3.32 1.35 -0.56 0.02
H -2.78 1.65 1.09 -0.01
H -1.10 2.07 -3.13 0.00
H 0.18 3.16 -2.62 0.00
H -2.78 3.86 -2.83 0.00
H -1.42 4.56 -3.71 0.00
H -1.62 4.88 -1.98 0.00
H -0.86 4.82 0.21 0.00
H 3.29 2.57 0.77 0.00
H 3.56 1.39 2.04 0.00
H 3.23 4.40 2.53 0.00
H 4.75 3.52 2.51 0.00
H 3.57 3.17 3.77 0.00
H 1.51 0.11 3.60 0.00
H -0.22 0.44 3.49 0.00
H 1.78 2.03 5.18 0.00
H 0.59 0.87 5.77 0.00
H 0.05 2.39 5.05 0.00
H -1.51 5.90 1.88 0.00
H -1.63 7.56 3.67 0.00
H -0.16 7.37 5.65 0.00
H 1.46 5.50 5.79 0.00
H 1.60 3.86 3.95 -0.01
C -1.97 -1.42 2.36 0.01
C -0.54 -1.80 2.20 0.01
N 0.34 -1.19 1.44 -0.06
C 1.55 -1.81 1.63 0.03
C 1.39 -2.83 2.53 -0.01
N 0.06 -2.79 2.87 0.00
C 2.30 -3.84 3.10 0.00
O 3.56 -3.78 2.71 0.00
O 1.88 -4.67 3.87 0.00
C 2.74 -1.17 1.05 -0.04
O 3.87 -1.66 1.18 0.01
O 2.50 -0.07 0.47 -0.06
H -2.13 -0.46 1.88 0.00
H -2.21 -1.35 3.43 0.00
H -2.61 -2.18 1.92 0.00
H -0.36 -3.46 3.50 0.00
H 3.75 -3.00 2.12 0.00
C 2.47 0.39 -4.53 0.00
N 3.44 0.25 -3.47 0.00
C 4.65 -0.54 -3.63 0.00
C 5.27 -0.52 -2.22 0.00
N 4.35 0.33 -1.48 0.00
C 3.29 0.68 -2.21 -0.01
S 2.02 1.68 -1.70 -0.01
H 2.38 -0.56 -5.05 0.00
H 2.77 1.17 -5.23 0.00
H 1.51 0.65 -4.09 0.00
H 5.31 -0.09 -4.37 0.00
H 4.41 -1.56 -3.96 0.00
H 6.27 -0.07 -2.22 0.00
H 5.34 -1.51 -1.78 0.00
H 4.26 0.27 -0.47 0.00
O -1.39 -0.49 -0.70 -0.07
S -1.58 -0.92 -2.15 0.00
C -3.28 -0.33 -2.57 0.00
C -4.50 -0.71 -1.78 0.00
C -5.75 -0.69 -2.40 0.00
C -6.90 -0.96 -1.67 0.00
C -6.82 -1.27 -0.32 0.00
C -5.58 -1.30 0.30 0.00
C -4.43 -1.02 -0.42 0.00
C -1.96 -2.75 -2.36 0.00
C -1.91 -3.75 -1.25 0.00
C -3.10 -4.14 -0.63 0.00
C -3.11 -5.16 0.31 0.00
C -1.94 -5.83 0.63 0.00
C -0.75 -5.45 0.01 0.00
C -0.73 -4.41 -0.90 0.00
H -3.38 -0.65 -3.62 0.00
H -3.15 0.76 -2.56 0.00
H -5.83 -0.44 -3.45 0.00
H -7.87 -0.93 -2.17 0.00
H -7.72 -1.48 0.24 0.00
H -5.51 -1.54 1.35 0.00
H -3.47 -1.06 0.05 -0.01
H -1.21 -3.02 -3.11 0.00
H -2.95 -2.77 -2.82 0.00
H -4.03 -3.65 -0.90 0.00
H -4.05 -5.45 0.77 0.00
H -1.95 -6.65 1.33 0.00
H 0.16 -5.99 0.24 0.00
H 0.20 -4.14 -1.38 0.00
S 1.04 -1.46 -1.87 -0.01
C 2.17 -2.64 -2.52 0.01
C 1.98 -3.08 -3.84 0.00
C 2.85 -4.00 -4.41 0.00
C 3.92 -4.50 -3.68 0.00
C 4.10 -4.09 -2.37 0.00
C 3.23 -3.18 -1.78 0.00
H 1.15 -2.68 -4.40 0.00
H 2.69 -4.32 -5.43 0.00
H 4.60 -5.20 -4.13 0.00
H 4.92 -4.49 -1.78 0.00
H 3.38 -2.87 -0.76 0.00
```

Properties
Energy relative to the best compared isomer or geometry (same formula, charge and spin) (kcal per mole): 23.0
2S+1: 2
HOMO-LUMO gap (alpha / beta) (eV): 7.1019 / 7.2585
LUMO (alpha / beta) (eV): -0.3 / 0.1
Charge: 0

---

Entry 3:
Density functional theory data (ωB97M-V with the def2-TZVPD basis set) for an isolated ion of composition C5H9N2 and charge +1 at a distorted geometry.

```
16
Properties=species:S:1:pos:R:3:mulliken_charge:R:1
C 0.51 -0.41 0.23 0.10
C 2.94 -0.19 0.00 -0.16
C -1.19 -1.91 0.14 -0.60
C -1.82 -0.52 -0.15 -0.28
C -0.55 1.77 0.08 -0.86
N 1.74 -0.27 0.39 -0.14
N -0.60 0.30 0.11 0.14
H 3.85 -0.38 0.60 0.27
H 3.25 0.39 -0.92 0.24
H -0.89 -2.37 -0.81 0.33
H -1.05 -2.42 1.05 0.38
H -1.96 -0.56 -1.26 0.24
H -2.67 -0.11 0.41 0.40
H -0.06 2.20 -0.85 0.32
H 0.10 2.22 0.88 0.34
H -1.60 2.26 0.12 0.29
```

Properties
Energy relative to the best compared isomer or geometry (same formula, charge and spin) (kcal per mole): 144.9
2S+1: 1
HOMO-LUMO gap (alpha / beta) (eV): 7.9540 / 7.6725
LUMO (alpha / beta) (eV): -5.6 / -5.9
Charge: +1

---

Number 1: E_tot -83451.7384 eV. Number 2: E_tot -236068.0882 eV. Number 3: E_tot -8299.4473 eV.